{"formula": "CH4N", "method": "ωB97M-V with the def2-TZVPD basis set", "de_lowest_ev": 4.615, "total_charge": 1, "homo_lumo_gap_ha": 0.308, "total_energy_ev": -2579.431, "elements": ["C", "N", "H", "H", "H", "H"], "coordinates": [[-0.516292, -0.005710, 0.343502], [0.706215, -0.042410, -0.258807], [-1.138675, -0.880477, 0.022056], [-0.362266, -0.119715, 1.417418], [-0.965671, 0.990708, 0.114990], [0.739454, 0.225472, -1.266750]], "atomic_forces_ev_per_a": [[1.69, 0.84, 1.28], [-0.07, -0.44, -0.17], [-0.33, 0.25, -0.67], [-0.18, -0.26, 0.07], [-0.71, -0.43, -0.69], [-0.41, 0.04, 0.19]]}

---

{"formula": "CH4N2", "method": "ωB97M-V with the def2-TZVPD basis set", "de_lowest_ev": 7.117, "homo_lumo_gap_ha": [0.357, 0.365], "total_energy_ev": -4075.765, "elements": ["C", "N", "N", "H", "H", "H", "H"], "coordinates": [[-0.464031, 0.360045, -0.279178], [0.411536, -0.808031, -0.296333], [0.877169, 0.385854, 0.346257], [-0.782126, 0.932162, -1.166168], [-1.393703, 0.419724, 0.405661], [-0.122320, -2.153512, 1.304457], [1.473478, 0.863761, -0.314695]], "atomic_forces_ev_per_a": [[-1.59, 0.04, 1.91], [-0.48, 0.83, 0.31], [-1.88, -0.17, -0.96], [1.11, -0.59, -0.16], [1.92, -0.54, -0.57], [0.12, 0.42, -0.49], [0.80, 0.01, -0.04]]}

---

{"formula": "CH4N2", "method": "ωB97M-V with the def2-TZVPD basis set", "de_lowest_ev": 2.939, "homo_lumo_gap_ha": 0.391, "total_energy_ev": -4079.943, "smiles": "C=NN", "elements": ["C", "H", "H", "H", "H", "N", "N"], "coordinates": [[1.067249, -0.092431, -0.049735], [-1.055852, 0.907901, 0.206562], [-1.884182, -0.601893, 0.362015], [2.235381, -0.329937, 0.011681], [0.837076, 1.018713, -0.238705], [-1.218600, -0.101194, -0.183103], [0.018929, -0.801157, -0.108715]], "atomic_forces_ev_per_a": [[0.91, 2.24, -0.97], [-0.74, -2.29, -0.82], [-0.42, -0.31, 0.43], [-3.13, -0.34, -0.20], [0.87, -1.00, 0.65], [2.47, 2.16, 0.14], [0.02, -0.47, 0.76]]}

---

{"formula": "CH4N2", "method": "ωB97M-V with the def2-TZVPD basis set", "de_lowest_ev": 3.476, "homo_lumo_gap_ha": 0.369, "total_energy_ev": -4079.406, "smiles": "C=NN", "elements": ["C", "H", "H", "H", "H", "N", "N"], "coordinates": [[-0.693235, 0.997743, -0.017060], [0.452161, -0.960351, 1.156946], [1.547423, -0.959354, 0.054482], [-0.925355, 1.968972, -0.579656], [-0.973373, 1.215451, 1.009643], [0.532300, -1.010470, 0.200414], [0.047494, -0.025412, -0.420279]], "atomic_forces_ev_per_a": [[1.71, -1.14, -0.27], [-0.75, -0.03, 3.36], [-0.42, -0.89, -0.56], [0.56, -2.23, -0.34], [-0.08, -0.87, 0.63], [2.80, -2.97, 0.89], [-3.81, 8.13, -3.71]]}